# 1
DFT (the ωB97M-V functional and the def2-TZVPD basis) results for C14H17ClF2N2O in the gas phase.

Summary:
**Energy relative to the best compared isomer or geometry (same formula, charge and spin)**: 0.00 kcal/mol
**SMILES string**: O[C@@H](CCNCCc1c[nH]c2ccccc12)C(F)(F)Cl
**HOMO-LUMO gap**: 8.75 eV
**HOMO level**: -0.292 Eh
**Largest force on an atom**: 0.57 eV/A
**DFT total energy**: -1388.3834 Ha

Last column: Löwdin charge in e.
CARTESIAN COORDINATES (ANGSTROEM)
O: -1.854 0.635 -0.594  -0.01
C: -1.137 1.621 0.086  -0.38
C: -0.326 2.425 -0.933  -0.11
C: 0.896 1.618 -1.362  -0.22
N: 1.820 1.476 -0.253  -0.06
C: 2.931 0.569 -0.500  -0.22
C: 2.717 -0.780 0.211  -0.13
C: 1.479 -1.482 -0.237  -0.19
C: 1.269 -2.115 -1.428  -0.05
N: -0.004 -2.617 -1.482  0.09
C: -0.649 -2.315 -0.322  -0.22
C: -1.945 -2.598 0.093  -0.03
C: -2.328 -2.152 1.341  -0.11
C: -1.441 -1.449 2.165  -0.12
C: -0.154 -1.170 1.761  -0.04
C: 0.259 -1.597 0.498  -0.14
C: -2.090 2.550 0.857  -0.86
F: -2.849 3.306 0.047  0.07
F: -1.402 3.417 1.627  0.05
Cl: -3.179 1.616 1.920  0.75
H: -2.173 -0.032 0.030  0.05
H: -0.447 1.189 0.825  0.13
H: -0.963 2.627 -1.794  0.13
H: -0.013 3.371 -0.488  0.12
H: 0.569 0.620 -1.660  0.11
H: 1.360 2.106 -2.238  0.12
H: 2.155 2.391 0.027  0.11
H: 3.065 0.392 -1.576  0.11
H: 3.857 1.007 -0.117  0.11
H: 2.653 -0.597 1.284  0.11
H: 3.591 -1.407 0.018  0.11
H: 1.944 -2.250 -2.252  0.12
H: -0.403 -3.113 -2.261  0.16
H: -2.626 -3.148 -0.539  0.11
H: -3.328 -2.352 1.697  0.10
H: -1.780 -1.126 3.138  0.10
H: 0.523 -0.634 2.408  0.11

---

# 2
DFT (the ωB97M-V functional and the def2-TZVPD basis) results for C14H17ClN4O4S in the gas phase.

Summary:
**Energy relative to the best compared isomer or geometry (same formula, charge and spin)**: 0.00 kcal/mol
**SMILES string**: CCOC(=O)CSc1nc2c(c(=O)[nH]c(=O)n2C)n1C/C=C(/C)Cl
**HOMO-LUMO gap**: 8.61 eV
**HOMO level**: -0.299 Eh
**Largest force on an atom**: 1.43 eV/A
**DFT total energy**: -1922.1332 Ha

Last column: Löwdin charge in e.
CARTESIAN COORDINATES (ANGSTROEM)
C: -4.833 -0.437 0.844  -0.06
C: -3.448 -0.818 1.346  -0.22
O: -2.744 -1.617 0.389  -0.02
C: -2.125 -0.970 -0.593  -0.61
O: -2.128 0.220 -0.750  0.09
C: -1.454 -1.964 -1.526  -0.33
S: 0.064 -1.242 -2.201  1.03
C: 0.764 -0.775 -0.691  -0.57
N: 0.228 -1.087 0.481  0.16
C: 1.052 -0.529 1.392  -0.20
C: 2.107 0.123 0.766  -0.06
C: 3.140 0.785 1.499  -0.40
O: 4.111 1.377 1.076  0.07
N: 2.896 0.667 2.869  0.21
C: 1.866 0.032 3.540  -0.48
O: 1.806 0.017 4.747  0.08
N: 0.922 -0.582 2.745  0.01
C: -0.192 -1.266 3.364  0.00
N: 1.900 -0.057 -0.587  0.00
C: 2.686 0.500 -1.663  -0.14
C: 1.924 1.594 -2.347  -0.12
C: 1.595 1.630 -3.630  -0.73
C: 0.817 2.715 -4.291  -0.11
Cl: 2.071 0.362 -4.713  0.68
H: -5.361 0.113 1.618  0.08
H: -4.749 0.193 -0.039  0.08
H: -5.401 -1.328 0.591  0.08
H: -2.857 0.080 1.552  0.12
H: -3.511 -1.441 2.240  0.12
H: -2.101 -2.167 -2.380  0.10
H: -1.225 -2.887 -0.996  0.09
H: 3.580 1.106 3.476  0.17
H: -0.928 -0.544 3.723  0.10
H: 0.173 -1.843 4.213  0.10
H: -0.643 -1.915 2.618  0.08
H: 2.935 -0.295 -2.372  0.10
H: 3.600 0.897 -1.211  0.13
H: 1.604 2.404 -1.708  0.13
H: 0.551 3.483 -3.571  0.08
H: -0.092 2.305 -4.728  0.08
H: 1.401 3.163 -5.094  0.08

---

# 3
DFT (the ωB97M-V functional and the def2-TZVPD basis) results for a molecular structure, C14H17CoN3O.

Summary:
**2S+1**: 4
**Energy relative to the best compared isomer or geometry (same formula, charge and spin)**: 0.00 kcal/mol
**HOMO-LUMO gap (spin up / spin down)**: 5.05 / 6.74 eV
**HOMO level (spin up / spin down)**: -0.213 / -0.275 Eh
**Largest force on an atom**: 4.39 eV/A
**DFT total energy**: -2165.8392 Ha

Last column: Löwdin charge in e.
CARTESIAN COORDINATES (ANGSTROEM)
C: 1.468 1.395 -2.197  -0.16
C: 2.120 0.011 -1.887  -0.21
H: 0.602 1.306 -2.854  0.08
H: 2.227 1.903 -2.819  0.11
H: 1.303 2.118 -1.392  0.06
H: 1.570 -0.726 -1.229  0.07
H: 2.095 -0.498 -2.859  0.09
H: 3.176 0.096 -1.624  0.08
C: -1.560 1.580 -1.219  -0.09
C: -2.943 1.676 -1.338  -0.04
C: -3.760 0.696 -0.776  -0.05
C: -3.158 -0.359 -0.095  0.01
H: -0.899 2.323 -1.640  0.10
H: -3.362 2.519 -1.877  0.11
H: -4.842 0.750 -0.846  0.11
H: -3.731 -1.163 0.380  0.11
N: -0.940 0.563 -0.579  0.03
C: -1.749 -0.385 0.006  -0.16
C: -1.006 -1.370 0.779  -0.17
N: 0.350 -1.169 0.796  0.06
C: 1.118 -2.007 1.518  -0.08
C: -0.788 -3.320 2.215  -0.05
C: 0.585 -3.087 2.223  -0.04
H: 2.182 -1.782 1.513  0.10
H: 1.267 -3.721 2.770  0.11
C: -1.587 -2.451 1.476  0.00
H: -2.665 -2.570 1.422  0.10
H: -1.226 -4.149 2.768  0.11
Co: 1.003 0.532 -0.310  0.33
C: 2.650 0.462 0.758  -0.27
H: 3.293 -0.390 0.489  -0.02
H: 2.455 0.414 1.839  0.00
H: 3.207 1.390 0.559  0.01
O: 0.316 4.184 1.907  0.00
C: 0.518 3.135 1.350  -0.47
N: 0.713 2.092 0.773  0.01

---

# 4
DFT (the ωB97M-V functional and the def2-TZVPD basis) results for a molecular structure, C14H17CuF6N4O5S2.

Summary:
**2S+1**: 2
**Energy relative to the best compared isomer or geometry (same formula, charge and spin)**: 0.00 kcal/mol
**HOMO-LUMO gap (spin up / spin down)**: 8.49 / 7.93 eV
**HOMO level (spin up / spin down)**: -0.210 / -0.214 Eh
**Largest force on an atom**: 0.71 eV/A
**Net charge**: -1
**DFT total energy**: -4175.1311 Ha

Last column: Löwdin charge in e.
CARTESIAN COORDINATES (ANGSTROEM)
Cu: -0.665 -0.576 -0.213  0.49
C: 4.923 1.430 -4.264  -0.06
C: 3.554 0.841 -4.039  -0.28
C: 3.121 -0.265 -4.759  -0.04
C: 1.861 -0.810 -4.542  -0.05
C: 1.026 -0.244 -3.594  -0.27
C: 1.438 0.868 -2.868  -0.05
C: 2.693 1.402 -3.097  -0.03
S: -0.567 -0.982 -3.272  0.55
O: -1.547 0.073 -3.271  -0.36
O: -0.684 -2.036 -4.254  -0.32
N: -0.471 -1.596 -1.792  -0.27
C: 0.672 -2.522 -1.598  -0.17
C: 1.678 -1.962 -0.581  -0.63
O: 2.796 -2.447 -0.498  0.03
O: 1.210 -1.002 0.171  -0.13
H: 5.524 0.790 -4.911  0.07
H: 5.451 1.552 -3.317  0.08
H: 4.852 2.416 -4.732  0.08
H: 3.778 -0.715 -5.496  0.11
H: 1.512 -1.669 -5.100  0.11
H: 0.769 1.310 -2.138  0.05
H: 3.016 2.270 -2.528  0.11
H: 1.202 -2.751 -2.520  0.11
H: 0.315 -3.475 -1.197  0.12
N: 0.849 1.819 1.292  0.06
N: -0.429 2.213 1.720  -0.07
C: -1.531 2.088 0.983  -0.84
N: -2.702 2.328 1.616  0.11
S: -1.496 1.729 -0.678  0.74
H: 0.894 2.022 0.301  0.04
H: 0.908 0.803 1.365  0.05
H: -0.518 2.249 2.720  0.14
H: -2.747 2.076 2.594  0.09
H: -3.504 2.041 1.082  0.09
C: -0.611 -2.588 2.295  0.02
C: -1.634 -1.453 2.396  -0.46
O: -1.408 -0.394 1.573  -0.23
C: -3.042 -2.028 2.093  -0.55
F: -3.988 -1.073 2.057  0.14
F: -3.449 -2.955 2.990  0.14
F: -3.034 -2.621 0.888  0.15
C: -1.591 -0.894 3.842  -0.54
F: -2.487 0.104 4.037  0.13
F: -1.815 -1.810 4.802  0.14
F: -0.373 -0.365 4.083  0.14
H: -0.653 -3.010 1.290  0.09
H: -0.804 -3.376 3.024  0.10
H: 0.384 -2.173 2.440  0.10